{
  "formula": "C2H5BrN3",
  "method": "the ωB97M-V functional and the def2-TZVPD basis",
  "species": ["C", "H", "H", "Br", "H", "C", "H", "N", "H", "N", "N"],
  "positions_angstrom": [[-0.4122, -1.1184, -1.9731], [0.6547, 2.1453, 0.3486], [1.4659, 0.3682, 1.7338], [-2.0538, -2.0052, -2.0800], [-0.5958, 2.1333, 1.3338], [0.4774, 0.2164, 1.1975], [0.0004, -0.2993, 2.1005], [0.4173, -0.8993, 0.2930], [0.0652, -1.0845, -2.9037], [-0.0035, 1.4691, 0.7438], [-0.0156, -0.9256, -0.7944]],
  "energy_ha": -2817.097907,
  "de_lowest_kcal_mol": 79.21,
  "homo_lumo_gap_ev": 8.65,
  "charge": 1,
  "lumo_energy_ev": -5.9,
  "spin_multiplicity": 1
}

***

{
  "formula": "C31H30BrCsN4O7",
  "method": "the ωB97M-V functional and the def2-TZVPD basis",
  "species": ["H", "C", "H", "C", "N", "C", "H", "H", "C", "C", "C", "H", "C", "C", "H", "Cs", "O", "C", "C", "C", "H", "C", "C", "H", "C", "H", "H", "H", "O", "H", "H", "C", "H", "C", "N", "N", "H", "O", "C", "H", "H", "C", "C", "H", "H", "C", "H", "C", "H", "C", "O", "O", "C", "H", "H", "C", "O", "N", "H", "H", "C", "C", "C", "C", "O", "H", "C", "H", "H", "C", "Br", "C", "H", "H"],
  "positions_angstrom": [[-1.5385, 3.9554, 5.1027], [-1.3312, 4.9441, 4.7159], [1.3042, -2.8100, -5.6962], [-2.1448, -2.6387, -2.1723], [0.7342, 1.7105, 2.0451], [1.5807, 3.9347, 2.0073], [0.1465, -0.3766, 6.0273], [-1.0256, 0.7843, -1.6911], [0.3295, 0.5535, 5.5047], [3.1385, -1.6537, -4.1674], [0.7974, -4.8950, -1.2965], [2.9717, -0.0124, -2.3764], [1.4563, 4.0358, 3.3686], [0.6397, 1.7001, 6.1770], [-2.5066, -4.7040, -0.9292], [0.1148, -1.1328, 0.4599], [2.0405, -2.9834, -0.6041], [-1.4040, -2.6325, -6.0287], [-0.8244, -3.4455, -2.2820], [0.0453, 6.9073, 4.6226], [0.7730, -5.5455, -2.1853], [-0.9827, 1.0583, -2.7445], [1.0910, -0.2992, -3.4335], [-1.5484, -6.0093, -1.6512], [0.8639, -2.0104, -5.1102], [-0.8452, -3.4066, -6.5561], [0.6946, 1.7044, 7.2606], [1.9899, 4.7501, 1.4242], [-2.9798, -2.8269, -3.0836], [-0.8832, -4.0956, -3.1698], [-3.0748, 4.9681, 3.4718], [0.9259, 2.9621, 4.1100], [3.3919, -2.3040, -5.0047], [1.1811, 2.7519, 1.3749], [0.6349, 5.2108, 6.2061], [0.9151, 3.9926, 6.4358], [0.9134, 7.4516, 4.9744], [-2.2335, -1.8477, -1.2000], [-1.4344, -5.8687, 0.4983], [-0.5450, -6.5083, 0.5586], [-2.0094, 1.1603, -3.0939], [-1.5485, -5.2244, -0.8717], [-1.0494, -0.7469, -4.4334], [-1.9514, -2.0359, -6.7626], [1.2583, 2.6379, 0.2988], [1.6757, -1.2947, -4.2401], [1.0193, -5.5198, -0.4271], [-2.1973, 5.5105, 3.7971], [-2.3069, -6.5045, 0.6716], [1.9930, -3.9200, -1.4401], [2.8052, -4.1803, -2.3494], [-0.1344, -0.4715, 3.4366], [0.6209, 1.7903, 3.3831], [-2.1196, -0.5827, -4.4684], [3.3491, -2.2218, -3.2564], [1.9343, 0.3535, -2.4258], [1.5795, 1.2188, -1.6455], [-0.4961, -4.2429, -1.0991], [-2.1349, -3.0967, -5.3597], [1.7885, 4.9291, 3.8776], [0.2173, 0.5284, 4.0724], [-0.4999, -1.7714, -5.1965], [-0.8056, 7.4733, 3.6880], [-0.2861, -0.0020, -3.5525], [-1.4018, -4.8896, 1.5204], [-0.0106, -2.7335, -2.4469], [0.8174, 2.9525, 5.5512], [3.7849, -0.7756, -4.2157], [-0.6051, 8.4564, 3.2834], [-1.9249, 6.7683, 3.2830], [-3.1086, 7.5426, 2.0084], [-0.1883, 5.6322, 5.1422], [-0.4728, 2.0189, -2.8043], [-0.9638, -4.1274, 1.1124]],
  "energy_ha": -4539.294424,
  "de_lowest_kcal_mol": 0.00,
  "homo_lumo_gap_ev": 6.08,
  "charge": -2,
  "lumo_energy_ev": 3.6,
  "spin_multiplicity": 1
}

***

{
  "formula": "C7H14O",
  "method": "the ωB97M-V functional and the def2-TZVPD basis",
  "species": ["C", "H", "H", "H", "C", "H", "H", "H", "H", "C", "C", "H", "O", "H", "H", "H", "H", "C", "C", "C", "H", "H"],
  "positions_angstrom": [[-0.6362, 0.4591, 1.0251], [-0.3103, -3.4083, 2.5836], [-1.0975, -2.9918, 1.0947], [0.4572, 1.6890, -1.2051], [0.5913, -1.6655, 1.5982], [-0.7416, 0.7124, 2.0775], [-2.2665, 1.6688, 0.1912], [2.9680, -0.1068, -2.2773], [3.2310, 0.0653, -0.7805], [-0.1181, -3.0340, 1.5794], [-1.2592, 2.8059, -1.9942], [0.6461, -1.2495, 2.6114], [2.5852, -0.2804, -1.4137], [0.4761, -3.7743, 1.0639], [-1.7876, 2.2411, -2.7627], [1.6315, -1.7742, 1.2788], [-1.9887, 3.4482, -1.5060], [-0.5827, 1.9023, -0.9973], [-1.2241, 1.4049, 0.0494], [-0.0470, -0.6727, 0.6659], [0.0241, -0.9181, -0.3879], [-0.5508, 3.4786, -2.4946]],
  "energy_ha": -350.306603,
  "de_lowest_kcal_mol": 33.17,
  "homo_lumo_gap_ev": 9.22,
  "charge": 0,
  "lumo_energy_ev": 0.7,
  "spin_multiplicity": 1
}